C5EuO5 | wB97M-V/def2-TZVPD

CARTESIAN COORDINATES (ANGSTROEM)
O1 -1.562 1.699 2.612
C1 -1.196 1.152 1.681
Eu1 0.524 -0.322 0.432
O2 -0.200 2.706 -1.855
C2 -0.168 1.748 -1.229
C3 -1.648 -1.418 -0.059
O3 -2.464 -2.205 -0.051
C4 0.983 -1.122 -1.892
O4 1.555 -1.698 -2.689
O5 2.821 1.139 2.301
C5 1.973 0.811 1.592

## Properties
E_LUMO (alpha / beta), hartree: -0.683 / -0.584
Relative energy (zero: lowest compared OMol25 entry of this formula, charge and spin), kJ/mol: 181.44
Orbital gap (alpha / beta), eV: 8.82 / 11.54
HOMO level (alpha / beta), eV: -27.40 / -27.44
Spin multiplicity: 7
Net charge: +3

Löwdin population analysis, charges in e, atoms 1 to 4: 0.251, -0.018, 1.792, 0.228


C5F6NO4PtS7 | wB97M-V/def2-TZVPD

CARTESIAN COORDINATES (ANGSTROEM)
Pt1 -1.400 0.367 0.426
F1 -3.164 -3.641 -0.095
C1 -2.174 -3.000 0.488
F2 -2.656 -2.150 1.391
F3 -1.345 -3.841 1.067
S1 -1.276 -2.109 -0.870
O1 -2.121 -0.946 -1.249
O2 -0.966 -3.088 -1.845
N1 -0.036 -1.520 -0.003
S2 1.186 -0.612 -0.681
O3 0.646 0.687 -1.026
O4 2.323 -0.658 0.172
C2 1.660 -1.336 -2.327
F4 2.009 -2.601 -2.192
F5 0.645 -1.221 -3.165
F6 2.681 -0.612 -2.742
S3 2.656 5.626 2.088
C3 1.593 4.490 1.853
S4 0.259 4.628 0.693
C4 -0.400 3.083 0.932
C5 0.323 2.221 1.900
S5 -0.342 0.773 2.300
S6 1.711 2.881 2.597
S7 -1.815 2.577 0.287

## Properties
E_LUMO, hartree: -0.262
Relative energy (zero: lowest compared OMol25 entry of this formula, charge and spin), kJ/mol: 91.71
Orbital gap, eV: 6.37
HOMO level, eV: -13.49
Spin multiplicity: 1
Net charge: +1

Löwdin population analysis, charges in e, atoms 1 to 4: 0.698, 0.189, -0.703, 0.125


C5H10 | wB97M-V/def2-TZVPD

CARTESIAN COORDINATES (ANGSTROEM)
C1 2.046 -0.091 0.668
C2 1.408 -1.194 0.283
C3 -1.285 -0.665 -0.858
C4 -1.553 0.587 -1.019
C5 -1.848 0.032 0.345
H1 1.907 0.337 1.660
H2 2.717 0.441 -0.005
H3 0.782 1.803 0.055
H4 1.542 -1.605 -0.716
H5 0.715 -1.715 0.941
H6 -0.938 -1.602 -1.268
H7 -1.583 1.462 -1.652
H8 0.169 2.084 -0.257
H9 -1.190 0.280 1.189
H10 -2.888 -0.153 0.633

## Properties
E_LUMO, hartree: 0.049
Relative energy (zero: lowest compared OMol25 entry of this formula, charge and spin), kJ/mol: 472.45
Orbital gap, eV: 10.67
HOMO level, eV: -9.33
Spin multiplicity: 1
Net charge: 0
SMILES: C1=CC1.[H][H].C=C

Löwdin population analysis, charges in e, atoms 1 to 4: -0.126, -0.106, -0.104, -0.120


Across the entries above, energy takes the values -34712.330; -110252.944; -5342.369 eV, respectively.